Here is a structure of composition C11H24IN3OTaTl from OMol25. Energies are from the ωB97M-V functional and the def2-TZVPD basis.

Each line ends with the Mulliken charge.
CARTESIAN COORDINATES (ANGSTROEM)
N  1.89  -0.39  1.36  -0.534
C  2.97  -0.73  1.82  0.908
O  4.03  -1.13  2.13  -0.370
Tl  1.29  0.53  -2.17  1.014
Ta  0.02  -0.06  0.90  0.348
N  -0.61  -1.50  -0.26  0.640
N  -0.13  1.63  -0.03  0.442
C  -0.38  -2.93  0.12  1.118
C  0.45  2.98  -0.12  0.525
C  0.78  -3.46  -0.71  -1.345
C  -1.66  -3.70  -0.19  -1.695
C  -0.06  -3.05  1.60  -1.781
C  0.12  3.57  -1.49  -1.185
C  -0.15  3.85  0.99  -1.512
C  1.95  2.86  0.10  -1.296
H  0.58  -3.37  -1.79  0.376
H  0.93  -4.52  -0.48  0.436
H  1.71  -2.92  -0.48  0.252
H  -2.52  -3.22  0.29  0.393
H  -1.58  -4.72  0.20  0.470
H  -1.85  -3.77  -1.27  0.393
H  0.87  -2.52  1.86  0.382
H  0.10  -4.12  1.81  0.518
H  -0.90  -2.71  2.22  0.358
H  0.42  2.91  -2.31  0.197
H  0.67  4.52  -1.61  0.441
H  -0.95  3.77  -1.57  0.368
H  -1.22  4.03  0.83  0.448
H  0.36  4.82  0.98  0.483
H  0.00  3.39  1.98  0.336
H  2.19  2.34  1.03  0.337
H  2.37  3.88  0.15  0.455
H  2.46  2.36  -0.74  0.241
C  -1.66  1.56  -0.20  -1.126
H  -2.04  0.62  0.28  0.581
H  -2.11  2.41  0.32  0.375
H  -1.95  1.58  -1.27  0.346
C  -1.18  -1.30  -1.62  -1.239
H  -2.28  -1.46  -1.61  0.296
H  -1.04  -0.27  -1.98  0.321
H  -0.70  -1.98  -2.33  0.423
I  -1.19  0.22  3.26  -0.141

Values from the calculation:
Charge ... +2
Frontier orbital gap ... 0.2916 Eh
HOMO ... -16.11 eV
Largest force on an atom ... 3.53 eV Å⁻¹
LUMO ... -8.1716 eV

---

Here is an isolated molecule of C4H5N3O from OMol25. Energies are from the ωB97M-V functional and the def2-TZVPD basis.

Each line ends with the Mulliken charge.
CARTESIAN COORDINATES (ANGSTROEM)
O  -2.82  -0.85  0.01  -0.498
C  -1.75  -0.30  0.17  0.317
N  -1.25  1.03  -0.21  -0.400
C  0.08  0.58  0.48  0.245
C  1.37  0.84  -0.03  -0.485
N  2.02  -0.39  -0.11  -0.375
N  1.09  -1.43  0.28  -0.349
C  -0.19  -0.82  -0.15  -0.131
H  -1.85  1.99  -0.06  0.276
H  0.07  0.67  1.59  0.271
H  1.87  1.67  -0.44  0.422
H  1.27  -2.29  -0.32  0.305
H  0.06  -0.69  -1.21  0.402

Values from the calculation:
Frontier orbital gap ... 0.3595 Eh
HOMO ... -9.40 eV
Largest force on an atom ... 6.83 eV Å⁻¹
LUMO ... 0.3820 eV
ΔE to the lowest compared entry with this formula, charge and spin ... 144.8 kcal/mol
SMILES ... O=C1N[C@@H]2C=NN[C@@H]12

---

Here is a cluster of 2 separate species, C6H13F2OP in total from OMol25. Energies are from the ωB97M-V functional and the def2-TZVPD basis.

Each line ends with the Mulliken charge.
CARTESIAN COORDINATES (ANGSTROEM)
C  0.04  2.28  -0.78  -1.184
C  0.35  0.76  -2.79  -1.315
C  1.24  -1.28  2.25  -1.108
C  -1.77  -1.61  1.82  -1.008
C  0.74  1.13  -1.34  0.048
C  0.00  -0.63  -0.47  0.480
O  -0.44  0.77  1.92  -0.712
F  0.67  -1.76  -0.99  -0.280
F  -1.20  -0.75  -1.10  -0.277
P  -0.25  -0.58  1.41  0.848
H  -1.08  2.16  -0.92  0.237
H  0.17  2.59  0.24  0.337
H  0.29  3.05  -1.44  0.428
H  0.82  1.44  -3.42  0.435
H  0.67  -0.17  -3.24  0.353
H  -0.73  0.77  -2.91  0.331
H  1.34  -2.35  2.30  0.380
H  2.22  -0.96  1.83  0.333
H  1.22  -0.88  3.37  0.296
H  -2.10  -1.17  2.81  0.335
H  -2.49  -1.25  1.00  0.285
H  -1.51  -2.65  1.62  0.366
H  1.79  1.11  -1.18  0.393

Values from the calculation:
Frontier orbital gap (spin up / spin down) ... 0.2204 / 0.2953 Eh
HOMO (spin up / spin down) ... -5.17 / -10.26 eV
Multiplicity ... 3
Largest force on an atom ... 7.00 eV Å⁻¹
LUMO (spin up / spin down) ... 0.8233 / -2.2222 eV
ΔE to the lowest compared entry with this formula, charge and spin ... 48.1 kcal/mol

---

Here is a cluster of 9 separate species, C28H55NO24 in total from OMol25. Energies are from the ωB97M-V functional and the def2-TZVPD basis.

Each line ends with the Mulliken charge.
CARTESIAN COORDINATES (ANGSTROEM)
C  -1.19  4.08  2.34  -0.524
O  -0.18  5.07  2.45  -0.345
C  0.23  5.49  3.70  0.761
O  -0.47  5.14  4.84  -0.679
O  1.28  6.19  3.74  -0.259
C  1.59  6.79  4.94  -0.788
H  -1.47  4.05  1.30  0.245
H  -2.01  4.42  2.99  0.503
H  -0.87  3.06  2.72  0.116
H  0.86  7.55  5.17  0.402
H  2.61  7.21  4.92  0.236
H  1.49  6.14  5.81  0.345
C  -4.68  -3.48  2.96  -0.747
O  -3.55  -3.77  2.07  -0.298
C  -2.56  -3.00  2.17  0.736
O  -2.52  -1.89  3.06  -0.591
O  -1.53  -3.20  1.36  -0.304
C  -0.52  -2.28  1.26  -0.229
H  -4.47  -3.81  3.97  0.328
H  -5.49  -4.06  2.62  0.307
H  -4.95  -2.45  3.01  0.303
H  -0.25  -1.82  2.23  0.462
H  -0.75  -1.50  0.55  -0.284
H  0.39  -2.74  0.89  0.255
C  -2.86  -2.70  -1.56  -0.435
O  -2.74  -3.97  -2.18  -0.359
C  -1.96  -4.06  -3.24  0.729
O  -1.25  -2.93  -3.69  -0.555
O  -2.02  -5.23  -3.83  -0.365
C  -1.13  -5.50  -4.88  -0.877
H  -3.67  -2.68  -0.82  0.333
H  -3.16  -1.97  -2.29  0.397
H  -1.89  -2.33  -1.13  -0.046
H  -0.22  -5.86  -4.48  0.400
H  -0.81  -4.63  -5.42  0.327
H  -1.51  -6.16  -5.65  0.357
C  1.83  3.77  -1.81  -0.436
O  2.98  3.21  -2.35  -0.356
C  2.96  2.42  -3.40  0.914
O  1.75  2.10  -4.05  -0.645
O  4.15  2.00  -3.77  -0.307
C  4.18  1.16  -4.92  -0.447
H  2.02  4.35  -0.91  0.218
H  1.11  3.00  -1.50  0.075
H  1.46  4.56  -2.47  0.413
H  3.60  1.55  -5.74  0.340
H  3.75  0.20  -4.65  -0.016
H  5.19  1.07  -5.34  0.310
C  1.62  -5.86  -7.34  -0.593
O  1.46  -4.46  -7.41  -0.324
C  1.65  -3.72  -6.37  0.755
O  2.03  -4.27  -5.13  -0.600
O  1.41  -2.38  -6.55  -0.390
C  1.80  -1.43  -5.61  -0.280
H  0.95  -6.25  -6.68  0.196
H  2.58  -6.23  -7.02  0.314
H  1.43  -6.46  -8.22  0.304
H  1.31  -1.60  -4.72  -0.102
H  1.55  -0.41  -5.94  0.343
H  2.86  -1.41  -5.46  0.424
C  4.28  4.55  4.32  -0.656
O  3.13  3.70  4.15  -0.297
C  2.86  3.01  3.01  0.687
O  3.75  2.95  1.88  -0.615
O  1.66  2.36  2.91  -0.294
C  1.28  1.79  1.68  -0.868
H  5.14  4.01  3.91  0.336
H  4.56  4.61  5.35  0.264
H  4.09  5.50  3.83  0.246
H  0.42  1.12  1.74  0.200
H  2.10  1.24  1.25  0.640
H  0.88  2.53  1.06  0.234
C  1.38  -2.94  -1.78  -0.163
O  2.43  -2.12  -2.22  -0.236
C  2.84  -1.13  -1.33  0.842
O  2.32  -1.00  -0.08  -0.604
O  3.75  -0.26  -1.73  -0.313
C  4.30  0.72  -0.84  -0.777
H  1.04  -3.55  -2.62  -0.223
H  0.52  -2.32  -1.50  -0.069
H  1.57  -3.68  -1.08  0.679
H  3.54  1.42  -0.55  0.115
H  5.06  1.23  -1.32  0.369
H  4.70  0.22  0.02  0.461
C  -0.29  0.49  -2.67  -0.261
O  -1.36  0.10  -1.79  -0.244
C  -1.76  0.72  -0.74  0.784
O  -1.13  1.94  -0.30  -0.607
O  -2.65  0.08  -0.02  -0.220
C  -3.10  0.76  1.15  -0.586
H  0.55  0.72  -2.05  -0.126
H  -0.62  1.44  -3.18  0.475
H  -0.06  -0.24  -3.46  0.055
H  -2.28  0.85  1.91  0.149
H  -3.92  0.22  1.68  0.222
H  -3.58  1.75  0.93  0.399
C  -4.73  -1.42  7.02  -1.493
C  -4.55  -0.46  5.83  0.229
C  -3.73  0.85  6.11  -0.712
C  -3.48  1.77  4.94  0.085
N  -3.27  2.46  4.09  -0.273
H  -5.36  -2.28  6.82  0.379
H  -5.24  -0.88  7.77  0.413
H  -3.77  -1.77  7.39  0.348
H  -5.52  -0.21  5.39  0.349
H  -3.96  -1.05  5.13  -0.034
H  -2.89  0.60  6.71  0.378
H  -4.26  1.51  6.78  0.368

Values from the calculation:
Frontier orbital gap ... 0.3744 Eh
HOMO ... -9.60 eV
Largest force on an atom ... 10.52 eV Å⁻¹
LUMO ... 0.5886 eV
ΔE to the lowest compared entry with this formula, charge and spin ... 0.0 kcal/mol
SMILES ... COC(=O)OC.COC(=O)OC.COC(=O)OC.COC(=O)OC.COC(=O)OC.COC(=O)OC.COC(=O)OC.COC(=O)OC.CCCC#N

---

Q: The lowest largest force on an atom belongs to which entry?
A: C11H24IN3OTaTl

---

Q: Among the records above, which one has the highest largest force on an atom?
A: C28H55NO24

---

Q: Among the records above, which one has the highest largest force on an atom?
A: C28H55NO24